No. 1
The following is a quantum chemistry calculation of a single C21H19ClN2O6 molecule, from the Open Molecules 2025 dataset.

The charge is 0. Its LUMO energy is 0.1 eV. As for the spin multiplicity: 1. The value obtained for the max |F| is 0.014 hartree/bohr. The value obtained for the energy above the lowest of the compared OMol25 structures with the same formula, charge and spin is 0.00 kcal/mol. The calculation puts the HOMO energy at -8.84 eV.

```
49
Properties=species:S:1:pos:R:3:nbo_charge:R:1
C -4.796 -1.847 0.351 -0.249
O -3.833 -1.776 1.393 -0.534
C -2.734 -0.991 1.103 0.224
C -1.544 -1.550 0.676 -0.186
C -0.411 -0.774 0.453 -0.124
C 0.879 -1.450 0.008 -0.054
N 1.863 -1.372 1.073 -0.622
C 3.007 -0.650 1.088 0.795
O 3.696 -0.505 2.070 -0.619
N 3.375 -0.134 -0.144 -0.641
C 2.633 -0.256 -1.287 0.396
C 3.285 0.301 -2.489 -0.104
C 3.512 1.669 -2.575 -0.156
C 4.167 2.196 -3.673 -0.217
C 4.616 1.360 -4.680 -0.204
C 4.407 -0.007 -4.589 -0.200
C 3.745 -0.537 -3.498 -0.178
C 1.422 -0.867 -1.282 -0.292
C 0.623 -0.928 -2.510 0.570
C -0.518 -1.923 -2.541 -0.721
O 0.851 -0.220 -3.470 -0.553
C -0.505 0.595 0.691 0.078
Cl 0.853 1.634 0.489 0.017
C -1.692 1.177 1.112 -0.303
C -2.816 0.393 1.312 0.261
O -4.044 0.890 1.665 -0.517
C -4.134 1.697 2.822 -0.187
C -4.487 0.854 4.067 0.761
O -4.578 1.358 5.149 -0.570
O -4.688 -0.433 3.846 -0.672
H -4.370 -2.313 -0.542 0.178
H -5.605 -2.464 0.736 0.203
H -5.174 -0.853 0.096 0.188
H -1.503 -2.620 0.537 0.225
H 0.648 -2.516 -0.144 0.206
H 1.574 -1.727 1.973 0.415
H 4.263 0.347 -0.182 0.430
H 3.153 2.321 -1.791 0.208
H 4.328 3.262 -3.741 0.215
H 5.129 1.771 -5.537 0.215
H 4.759 -0.662 -5.371 0.216
H 3.576 -1.601 -3.424 0.216
H -0.900 -1.976 -3.558 0.243
H -0.183 -2.908 -2.227 0.218
H -1.316 -1.594 -1.881 0.233
H -1.733 2.243 1.271 0.239
H -3.214 2.250 3.026 0.211
H -4.944 2.413 2.657 0.226
H -4.546 -0.698 2.909 0.514
```


No. 2
The following is a quantum chemistry calculation of a single C9H10O2 molecule at a distorted geometry, from the Open Molecules 2025 dataset.

The charge is 0. Its LUMO energy is 0.4 eV. As for the spin multiplicity: 1. The value obtained for the max |F| is 0.073 hartree/bohr. The value obtained for the energy above the lowest of the compared OMol25 structures with the same formula, charge and spin is 87.34 kcal/mol. The calculation puts the HOMO energy at -8.69 eV.

```
21
Properties=species:S:1:pos:R:3:nbo_charge:R:1
C 1.914 0.488 -2.051 -0.247
O 0.869 1.361 -1.734 -0.500
C 0.171 0.851 -0.588 0.347
C -1.051 0.888 0.038 -0.067
C -2.407 1.480 -0.236 -0.657
C -0.537 0.121 1.272 -0.268
C -0.966 -1.332 1.543 -0.082
C -0.007 -2.204 1.184 -0.318
C 1.220 -1.606 0.715 0.547
O 2.318 -2.030 0.669 -0.513
C 0.878 -0.074 0.567 -0.374
H 1.544 -0.344 -2.609 0.170
H 2.337 0.024 -1.214 0.188
H 2.747 0.993 -2.614 0.193
H -2.301 2.118 -1.213 0.231
H -2.728 2.189 0.556 0.228
H -3.107 0.632 -0.500 0.231
H -0.465 0.782 2.068 0.216
H -1.887 -1.677 1.949 0.214
H -0.188 -3.305 1.134 0.229
H 1.647 0.645 1.064 0.232
```


No. 3
The following is a quantum chemistry calculation of a molecular structure, C6H10N at a distorted geometry, from the Open Molecules 2025 dataset.

The charge is +1. Its LUMO energy is -3.4 eV. As for the spin multiplicity: 1. The value obtained for the max |F| is 0.078 hartree/bohr. The value obtained for the energy above the lowest of the compared OMol25 structures with the same formula, charge and spin is 41.13 kcal/mol. The calculation puts the HOMO energy at -14.74 eV.

```
17
Properties=species:S:1:pos:R:3:nbo_charge:R:1
C -1.733 -0.948 -0.239 -0.102
C -2.200 0.248 0.014 -0.215
C -0.456 -0.783 0.448 -0.287
C -0.968 0.660 0.740 -0.016
C 0.679 -0.289 -0.383 -0.014
C 2.009 -0.403 0.204 -0.641
N 0.170 1.184 -0.314 -0.579
H -2.005 -1.757 -0.905 0.239
H -3.020 0.933 -0.417 0.255
H -0.072 -1.682 1.128 0.261
H -0.875 1.345 1.634 0.257
H 0.725 -0.590 -1.447 0.225
H 1.966 -0.065 1.261 0.229
H 2.700 0.244 -0.397 0.236
H 2.423 -1.362 -0.023 0.262
H -0.125 1.339 -1.335 0.448
H 0.781 1.925 0.033 0.441
```


No. 4
The following is a quantum chemistry calculation of a molecular structure, C20H21CrN3O3S at a distorted geometry, from the Open Molecules 2025 dataset.

The charge is 0. Its LUMO energy (spin up / spin down) is -0.6 / -0.9 eV. As for the spin multiplicity: 5. The value obtained for the max |F| is 0.042 hartree/bohr. The value obtained for the energy above the lowest of the compared OMol25 structures with the same formula, charge and spin is 2.96 kcal/mol. The calculation puts the HOMO energy (spin up / spin down) at -6.47 / -8.39 eV.

```
49
Properties=species:S:1:pos:R:3:nbo_charge:R:1
C 3.847 -2.289 -2.610 -0.604
C 4.188 -3.259 -1.463 -0.609
H 3.269 -2.805 -3.381 0.195
H 4.795 -1.994 -3.058 0.202
H 3.327 -1.371 -2.335 0.204
H 3.351 -3.605 -0.855 0.222
H 4.643 -4.139 -1.923 0.193
H 4.944 -2.833 -0.795 0.202
C -1.654 -0.264 -2.175 0.068
C -2.908 -0.082 -2.752 -0.240
C -4.063 -0.437 -2.039 -0.161
C -3.919 -0.971 -0.766 -0.197
H -0.731 0.034 -2.666 0.214
H -2.968 0.359 -3.738 0.229
H -5.049 -0.279 -2.466 0.227
H -4.770 -1.231 -0.131 0.221
N -1.516 -0.808 -0.949 -0.506
C -2.640 -1.155 -0.246 0.181
C -2.335 -1.629 1.079 0.164
N -1.001 -1.577 1.385 -0.473
C -0.606 -1.965 2.622 0.080
C -2.864 -2.574 3.226 -0.160
C -1.505 -2.503 3.539 -0.246
H 0.446 -1.819 2.846 0.228
H -1.139 -2.863 4.494 0.232
C -3.283 -2.099 1.991 -0.202
H -4.326 -2.080 1.686 0.221
H -3.590 -2.992 3.925 0.228
Cr 0.223 -0.907 -0.025 1.264
C 1.835 -2.018 -0.158 -1.199
H 1.604 -3.064 -0.396 0.193
H 2.421 -1.977 0.762 0.226
H 2.450 -1.607 -0.954 0.214
O -1.927 1.608 0.733 -0.624
C -0.753 1.955 0.534 0.669
N 0.297 1.050 0.356 -1.042
S 1.837 1.699 0.542 2.284
O 2.379 1.369 1.828 -0.920
O 2.616 1.447 -0.647 -0.926
C 1.180 3.347 0.542 -0.218
C 1.913 4.534 0.585 -0.214
C 1.218 5.745 0.510 -0.192
C -0.191 5.758 0.438 -0.208
C -0.898 4.554 0.446 -0.160
C -0.201 3.334 0.493 -0.170
H 3.003 4.479 0.674 0.235
H 1.760 6.690 0.505 0.221
H -0.722 6.713 0.378 0.221
H -1.988 4.521 0.410 0.232
```


No. 5
The following is a quantum chemistry calculation of 2 unconnected molecules or ions with the total composition C4H6SSi at a distorted geometry, from the Open Molecules 2025 dataset.

The charge is 0. Its LUMO energy is 0.0 eV. As for the spin multiplicity: 1. The value obtained for the max |F| is 0.095 hartree/bohr. The value obtained for the energy above the lowest of the compared OMol25 structures with the same formula, charge and spin is 147.50 kcal/mol. The calculation puts the HOMO energy at -7.31 eV.

```
12
Properties=species:S:1:pos:R:3:nbo_charge:R:1
Si -1.176 -0.183 0.901 0.928
C 0.478 1.048 0.687 -0.401
C 1.171 1.795 1.492 -0.287
S -0.199 2.692 0.846 -0.070
H -0.246 -1.229 0.525 -0.154
H -2.125 0.018 -0.155 -0.146
H -1.475 -0.061 2.260 -0.143
H 1.767 2.317 2.202 0.272
C 1.044 -1.724 -2.263 -0.219
C -0.110 -1.522 -2.198 -0.230
H 1.990 -1.354 -2.016 0.228
H -1.118 -1.798 -2.282 0.222
```


No. 6
The following is a quantum chemistry calculation of a single C3H4S2 molecule at a distorted geometry, from the Open Molecules 2025 dataset.

The charge is 0. Its LUMO energy is -0.4 eV. As for the spin multiplicity: 1. The value obtained for the max |F| is 0.072 hartree/bohr. The value obtained for the energy above the lowest of the compared OMol25 structures with the same formula, charge and spin is 25.28 kcal/mol. The calculation puts the HOMO energy at -8.80 eV.

```
9
Properties=species:S:1:pos:R:3:nbo_charge:R:1
S -3.240 -0.199 -0.031 0.022
C -1.659 -0.466 0.328 -0.265
C -0.493 -0.419 -0.613 -0.332
C 0.793 -0.051 -0.024 -0.530
S 0.588 -1.793 0.044 0.168
H -1.440 -0.502 1.408 0.205
H -0.799 -0.428 -1.619 0.255
H 1.508 0.397 -0.736 0.238
H 0.994 0.560 0.876 0.240
```


No. 7
The following is a quantum chemistry calculation of a molecular structure, C3H6N2OS at a distorted geometry, from the Open Molecules 2025 dataset.

The charge is 0. Its LUMO energy is 0.7 eV. As for the spin multiplicity: 1. The value obtained for the max |F| is 0.118 hartree/bohr. The value obtained for the energy above the lowest of the compared OMol25 structures with the same formula, charge and spin is 78.96 kcal/mol. The calculation puts the HOMO energy at -8.91 eV.

```
13
Properties=species:S:1:pos:R:3:nbo_charge:R:1
C -2.803 -0.480 0.248 -0.674
C 0.587 0.934 -0.118 0.239
C 2.840 -0.063 -0.060 0.526
H -3.176 0.081 -0.578 0.218
H -2.925 0.137 1.175 0.240
H -3.151 -1.485 0.056 0.221
H 0.994 2.068 0.119 0.196
H 0.959 -0.980 0.079 0.410
H 3.385 0.978 -0.388 0.153
N -0.705 0.897 -0.306 -0.543
N 1.435 -0.156 0.150 -0.657
O 3.570 -1.070 -0.051 -0.557
S -1.009 -0.861 -0.327 0.229
```